1.
14
Properties=species:S:1:pos:R:3:forces:R:3:lowdin_charge:R:1 method="wB97M-V/def2-TZVPD" max_force_ev_per_a=1.281 e_homo_ev=-8.149 de_lowest_kcal_mol=109.1 e_lumo_ev=1.03
C -1.63840 0.45747 1.19848 -0.20 -0.01 0.13 -0.115
O -0.53503 0.68888 0.35900 0.16 0.17 -0.03 -0.204
C 0.53924 -0.17456 0.61825 0.38 -0.09 -0.09 -0.279
C 1.59701 -0.06700 -0.47761 0.52 0.15 0.40 -0.144
C 0.11038 -1.16711 -1.71684 -0.86 -0.63 -0.12 0.055
O 1.30317 -0.68609 -1.76536 -1.19 0.10 0.47 -0.096
H -2.42089 1.16542 0.91120 0.15 -0.13 0.04 0.090
H -1.38799 0.62238 2.25888 0.01 -0.03 -0.15 0.088
H -2.02306 -0.56713 1.08528 0.09 0.13 -0.04 0.091
H 0.20159 -1.21511 0.72523 0.06 0.21 -0.06 0.110
H 1.04676 0.11596 1.55975 -0.07 0.00 -0.20 0.133
H 2.48289 -0.60955 -0.17024 0.36 0.27 0.35 0.122
H 1.81404 0.97538 -0.70854 0.12 -0.03 0.14 0.131
H -0.12545 -1.60828 -2.68576 0.47 -0.09 -0.84 0.019



2.
15
Properties=species:S:1:pos:R:3:forces:R:3:lowdin_charge:R:1 method="wB97M-V/def2-TZVPD" smiles="C=C=N.CC=O.F" max_force_ev_per_a=5.411 e_homo_ev=-9.650 de_lowest_kcal_mol=45.7 e_lumo_ev=0.84
C -2.07158 0.89558 1.46389 -1.55 0.52 -0.59 0.017
C -0.85660 1.24602 1.59069 3.41 0.20 0.62 -0.207
N 0.37217 1.39497 1.61968 -3.35 -0.48 -4.22 0.152
H -2.23452 -0.13073 1.32841 -0.18 -1.41 0.10 0.043
H -2.88586 1.54052 1.21890 -0.20 0.55 0.19 0.062
H 0.88266 1.49146 2.40027 1.86 0.48 3.77 0.039
C 0.60157 -0.86420 -1.90172 1.51 -0.57 2.19 -0.055
C -0.03156 -1.84500 -0.93816 -0.90 0.81 0.80 -0.300
O -0.50307 -1.53607 0.15416 0.79 -0.92 -1.89 0.001
H 0.35306 0.17657 -1.71923 -0.35 -0.02 -0.05 0.069
H 1.67666 -0.96957 -1.45849 -1.22 0.22 -1.51 0.126
H 0.47879 -1.18374 -2.92628 0.40 0.01 -0.19 0.065
H 0.03425 -2.90475 -1.32441 -0.21 0.46 0.67 0.122
F 2.56972 1.48334 0.12992 -2.49 -1.01 0.30 -0.204
H 1.61433 1.20560 0.36237 2.49 1.18 -0.15 0.070



3.
75
Properties=species:S:1:pos:R:3:forces:R:3:mulliken_spin:R:1 method="wB97M-V/def2-TZVPD" charge=-1 max_force_ev_per_a=2.579 spin_multiplicity=4 e_homo_ev="-1.921 / -4.769" s2=3.76 de_lowest_kcal_mol=7.7 e_lumo_ev="2.61 / 2.61"
C -1.59431 -2.07482 -4.14660 0.08 0.43 -0.52 0.001
C -0.98222 -2.72047 -2.95870 0.26 -0.80 0.90 0.018
H -1.38976 -2.61781 -5.07470 -0.10 0.14 0.11 0.000
H -1.22362 -1.04596 -4.25363 -0.24 -0.34 0.02 0.001
H -2.68739 -2.02567 -4.01928 0.25 0.05 0.01 0.000
C -0.42437 -3.94596 -2.99490 -0.64 0.78 0.13 -0.002
C -0.27396 -4.77175 -4.22072 0.07 -0.47 -0.56 -0.001
H -0.15958 -4.45460 -2.07370 0.13 0.21 0.02 -0.001
H -0.19602 -4.17823 -5.13631 0.04 -0.09 0.14 0.000
H -1.12716 -5.45283 -4.35271 0.11 0.02 -0.01 0.000
H 0.62055 -5.40158 -4.16016 -0.05 0.02 -0.03 0.000
V 0.13458 0.65115 -0.52375 0.88 0.02 0.86 2.845
Cl -2.13767 0.97251 -0.46080 -1.66 0.40 0.22 0.036
Cl 1.20370 2.50630 -1.48064 0.56 1.24 -0.76 0.029
H 1.02984 4.81166 3.28620 0.04 -0.08 -0.05 0.000
H -1.27166 5.81873 2.15840 0.05 0.03 -0.08 0.000
C 1.25246 4.51626 2.25378 -0.19 0.07 -0.06 0.001
C -0.83989 5.41324 1.23588 0.04 -0.32 0.09 -0.001
N 0.01351 4.26937 1.52925 0.33 0.63 0.31 0.006
H 1.86854 3.61423 2.25000 -0.20 0.13 -0.09 -0.001
C -0.29806 3.06981 1.04426 0.87 -1.91 -0.36 0.014
O 0.39552 2.02659 1.17198 -1.22 2.14 0.77 0.008
H -1.65458 5.08289 0.58191 0.20 0.13 0.12 0.000
H -1.24222 3.05640 0.47788 0.23 -0.17 0.10 -0.008
H 1.79760 5.34302 1.78219 -0.03 -0.19 -0.01 0.000
H -0.26932 6.20354 0.73268 -0.07 -0.16 0.04 -0.001
H 1.48975 -1.47114 -3.45302 0.15 0.24 0.22 -0.001
H 2.33840 -3.87962 -2.20923 0.17 0.22 0.06 0.000
C 2.40391 -1.08159 -2.98827 -0.43 -0.13 -0.05 0.011
C 3.17318 -3.20312 -1.96209 -0.24 0.16 0.04 0.001
N 2.69439 -1.83588 -1.77366 0.94 -0.03 0.61 0.001
H 2.26358 -0.02954 -2.73585 -0.09 -0.13 -0.06 0.000
C 2.69097 -1.26583 -0.54578 -0.54 1.54 -0.83 0.013
O 2.27606 -0.10638 -0.31086 0.93 -2.15 0.18 -0.017
H 3.65465 -3.56173 -1.04218 -0.08 0.07 -0.26 0.000
H 3.10468 -1.91376 0.26444 -0.20 0.22 -0.42 0.003
H 3.23213 -1.21543 -3.69165 0.15 0.09 0.13 0.001
H 3.88315 -3.23043 -2.80080 -0.05 0.01 0.30 0.000
O -0.09381 -0.88319 -1.69804 -0.10 -1.95 -0.88 0.034
C -1.07225 -1.87721 -1.66377 0.54 0.64 -0.09 -0.024
C 0.26976 -3.23258 -0.01021 0.44 -0.64 0.49 0.001
C -0.97573 -2.78796 -0.43039 -0.55 0.07 -0.85 0.023
H 1.14455 -2.93982 -0.60356 -0.70 0.03 0.61 0.006
C 0.39868 -4.10469 1.08573 -0.35 0.50 -0.94 0.002
H -2.05244 -1.36328 -1.67169 -0.11 -0.48 0.18 -0.005
C -2.13441 -3.27854 0.17174 0.64 -0.12 0.22 0.001
H 1.40005 -4.37548 1.42551 -0.32 -0.18 0.00 0.000
C -0.76576 -4.62271 1.65937 0.33 -0.15 0.41 -0.001
C -2.01614 -4.21474 1.20464 -0.37 -0.01 -0.16 0.000
H -3.09813 -2.93260 -0.20183 0.14 -0.13 0.20 -0.001
H -0.67504 -5.36598 2.45854 -0.16 0.31 -0.19 0.000
H -2.92242 -4.64062 1.64037 0.26 0.09 -0.01 0.000
Si -0.48283 3.33642 -3.99825 0.36 -1.01 -0.48 -0.002
Cl -0.59414 1.21607 -3.74277 -0.23 1.15 -1.04 0.005
C 1.33359 3.77204 -4.26409 0.35 0.31 -0.21 0.004
C -1.72016 3.96779 -2.74962 -0.27 0.21 0.19 -0.002
C -1.09621 3.93689 -5.70084 -0.31 -0.33 -0.08 0.001
H 1.98954 2.90124 -4.11918 -0.32 0.35 0.25 0.000
H 1.66882 4.59507 -3.61969 0.06 -0.31 -0.01 0.000
H 1.46198 4.09609 -5.31519 -0.14 -0.02 0.41 0.000
H -0.38711 3.66072 -6.49013 -0.11 -0.02 0.16 0.000
H -1.16932 5.03533 -5.70637 0.05 -0.17 0.13 0.000
H -2.07168 3.53956 -5.98148 -0.14 0.03 0.00 0.000
H -1.86578 3.26197 -1.92193 0.24 0.05 -0.20 0.007
H -2.69498 4.05779 -3.26282 0.34 -0.01 0.08 0.000
H -1.47543 4.95053 -2.33706 0.07 0.01 -0.04 -0.003
C 0.03939 -0.56254 3.56354 -0.15 0.13 0.01 0.000
C -0.79282 -0.76606 2.32283 0.26 0.06 -1.09 0.011
O 0.05537 -0.66618 1.13842 0.05 -0.68 1.68 -0.017
H 0.79328 -1.35314 3.63862 -0.03 0.04 0.11 0.000
H -0.59809 -0.58921 4.45156 0.12 -0.06 0.01 0.000
H 0.53646 0.41002 3.51234 -0.01 -0.08 0.03 0.000
H -1.29630 -1.73681 2.29691 0.19 -0.06 0.09 0.001
H -1.56729 -0.01378 2.18451 0.10 0.18 0.06 -0.001
H 0.97304 -0.87700 1.40079 -0.65 0.22 -0.28 0.004



4.
7
Properties=species:S:1:pos:R:3:forces:R:3:lowdin_charge:R:1 method="wB97M-V/def2-TZVPD" max_force_ev_per_a=6.088 e_homo_ev=-10.687 de_lowest_kcal_mol=35.6 e_lumo_ev=-1.54
C -0.24820 0.03637 -0.21942 -3.91 -2.65 -3.84 -0.453
C 1.12641 0.33659 -0.04214 2.56 0.68 -0.01 -0.661
O 1.98012 0.56784 -0.83795 -0.65 -0.09 -0.50 0.134
F 1.53294 0.31441 1.24860 -0.55 -0.02 0.66 0.040
P -1.38195 -0.14048 1.03375 1.76 0.53 -0.06 0.890
H -0.55502 -0.38649 -1.56257 1.16 1.62 4.57 0.205
H -2.45430 -0.72825 0.37974 -0.37 -0.07 -0.80 -0.155